A structure of composition C21H31AlN2Se. Source: the OMol25 dataset; level of theory: the ωB97M-V functional and the def2-TZVPD basis.

Element x y z (Å)
C: 1.37 2.04 -1.76
H: 2.37 2.43 -1.51
H: 1.56 1.47 -2.69
H: 1.23 1.41 -0.59
C: 0.39 3.22 -1.94
H: -0.57 2.84 -2.32
H: 0.19 3.66 -0.96
C: 0.89 4.31 -2.89
H: 0.08 5.03 -3.09
H: 1.72 4.87 -2.46
H: 1.22 3.90 -3.85
C: -0.76 -1.70 -0.86
C: -1.44 -0.94 -1.87
C: -0.46 -0.53 -2.86
C: 0.82 -1.12 -2.47
C: 0.64 -1.76 -1.18
C: 1.61 -2.71 -0.57
C: 2.03 -1.23 -3.34
C: -0.75 0.07 -4.19
C: -2.91 -0.84 -2.02
C: -1.43 -2.51 0.19
Al: 0.29 0.37 -1.21
H: 2.90 -1.55 -2.75
H: 1.87 -1.98 -4.13
H: 2.26 -0.28 -3.83
H: 2.64 -2.44 -0.82
H: 1.51 -2.72 0.52
H: 1.44 -3.74 -0.93
H: -2.30 -2.00 0.61
H: -1.77 -3.47 -0.23
H: -0.74 -2.74 1.01
H: -3.18 -0.08 -2.76
H: -3.32 -1.80 -2.36
H: -3.39 -0.58 -1.07
H: 0.06 0.74 -4.51
H: -0.85 -0.72 -4.96
H: -1.69 0.64 -4.17
C: 1.42 1.33 2.37
N: 0.21 0.63 2.75
C: -0.93 0.48 2.00
Se: -1.35 1.23 0.32
N: -1.81 -0.21 2.79
C: -1.23 -0.50 4.04
C: -1.75 -1.10 5.17
C: -0.89 -1.20 6.28
C: 0.43 -0.69 6.24
C: 0.91 -0.06 5.08
C: 0.05 0.01 4.00
H: 2.22 0.62 2.11
H: 1.75 1.94 3.21
H: 1.21 1.98 1.51
H: -2.74 -0.46 2.50
H: -2.77 -1.47 5.17
H: -1.23 -1.68 7.20
H: 1.07 -0.80 7.11
H: 1.91 0.37 5.00

Output
HOMO-LUMO gap   7.41 eV
Net charge   +2

The computed Mulliken charges, all in e, follow:
1. C -0.4035
2. H 0.6255
3. H 0.2486
4. H -0.2989
5. C -0.4403
6. H 0.3382
7. H 0.3416
8. C -1.4114
9. H 0.3767
10. H 0.3851
11. H 0.3605
12. C 0.8109
13. C 0.2310
14. C 1.4528
15. C 0.0569
16. C 0.8271
17. C -1.7786
18. C -1.3356
19. C -1.5126
20. C -1.3983
21. C -1.4594
22. Al -0.3891
23. H 0.3928
24. H 0.3516
25. H 0.3033
26. H 0.4811
27. H 0.4231
28. H 0.3286
29. H 0.2590
30. H 0.3721
31. H 0.3864
32. H 0.4099
33. H 0.3438
34. H 0.3261
35. H 0.3237
36. H 0.3466
37. H 0.4466
38. C -1.0987
39. N 0.4576
40. C -0.4191
41. Se 0.0456
42. N 0.1614
43. C 0.4745
44. C -0.8249
45. C -0.5429
46. C -0.7176
47. C -0.7843
48. C 0.9046
49. H 0.3520
50. H 0.4388
51. H 0.4064
52. H 0.3431
53. H 0.4280
54. H 0.4166
55. H 0.4151
56. H 0.4219

---

A cluster of 2 separate species, C9H11ClIN3 in total. Source: the OMol25 dataset; level of theory: the ωB97M-V functional and the def2-TZVPD basis.

Element x y z (Å)
C: 1.42 -0.96 -0.75
C: 0.12 -1.28 -0.61
C: 1.58 0.33 -0.35
C: 2.63 1.25 -0.30
C: 0.25 0.71 0.16
C: 1.15 2.67 0.92
C: -2.48 -0.91 1.39
C: -2.67 -0.76 -1.10
C: -1.98 -0.24 0.15
N: 0.06 1.89 0.81
N: -0.62 -0.29 -0.02
N: 2.30 2.37 0.31
Cl: 3.40 3.80 -0.14
I: 5.27 -1.76 0.02
H: 2.27 -1.61 -1.00
H: -0.32 -2.28 -0.79
H: 4.96 -1.39 -1.50
H: 1.07 3.57 1.61
H: -2.27 -1.99 1.26
H: -1.94 -0.24 2.05
H: -3.53 -0.82 1.48
H: -2.31 -0.23 -1.99
H: -3.79 -0.77 -0.86
H: -2.33 -1.84 -1.02
H: -2.23 0.76 0.26

Output
HOMO-LUMO gap (spin up / spin down)   8.00 / 8.00 eV

The computed Mulliken charges, all in e, follow:
1. C -0.8931
2. C -0.1575
3. C 0.8490
4. C -0.7814
5. C 0.5590
6. C -0.0991
7. C -1.2901
8. C -1.1861
9. C -0.0328
10. N -0.5234
11. N 0.2864
12. N -0.0451
13. Cl -0.0977
14. I -0.1024
15. H 0.0666
16. H 0.3641
17. H 0.1165
18. H 0.3889
19. H 0.2879
20. H 0.4049
21. H 0.3770
22. H 0.3199
23. H 0.3502
24. H 0.3161
25. H 0.5224

---

no.,total energy (hartree)
1,-3571.63223
2,-1271.54857